No. 1
Molecular formula: C22H27BEuN5O4S2
Method: DFT, ωB97M-V with the def2-TZVPD basis set

Atoms and positions in Å:
Eu  -1.1188  -0.4774  1.4461
C  -6.1142  -2.1434  0.1815
S  -5.4677  -3.3137  1.4034
C  -3.7679  -2.9073  1.2941
S  -2.9539  -2.3977  -0.1001
N  -3.1950  -3.0535  2.4928
N  -1.8481  -2.6125  2.5436
C  -1.1627  -3.0396  3.5285
C  0.1418  -2.5104  3.7954
C  0.8439  -2.9232  5.0160
C  1.8131  -2.0791  5.4691
C  2.4775  -1.2300  4.5287
C  1.9078  -1.0957  3.2810
N  0.7009  -1.6091  2.9548
H  -5.6505  -1.1584  0.5384
H  -7.2153  -2.1291  0.0659
H  -5.7050  -2.4050  -0.7575
H  -1.5841  -3.8638  4.1534
H  0.5485  -3.8365  5.5709
H  2.0698  -2.0853  6.5347
H  3.3700  -0.7246  4.8155
H  2.4827  -0.6218  2.4530
C  -4.5778  3.0323  2.3520
C  -3.3464  2.2054  2.0378
N  -3.2655  0.9184  2.3484
O  -4.6019  0.3857  2.5953
C  -2.0926  2.8691  1.5898
C  -2.1769  4.3804  1.2676
N  -1.0475  2.1640  1.6895
O  0.0928  2.9639  1.0813
H  -4.3831  4.0522  1.9869
H  -4.7114  3.0713  3.4813
H  -5.4674  2.6206  1.9059
H  -4.4613  -0.4678  3.0178
H  -2.4024  4.6881  0.3193
H  -1.1349  4.6649  1.4788
H  -2.8175  4.8204  2.0597
C  5.2037  -0.1677  -4.4123
C  3.6996  0.0320  -4.7643
C  3.4976  1.0277  -5.8966
C  3.3167  -1.3804  -5.3268
C  3.0103  0.3495  -3.4081
C  2.6608  -0.7254  -2.6838
C  1.7166  -0.6522  -1.6685
C  1.2422  0.5397  -1.2642
O  0.4419  0.9201  -0.2361
B  0.6696  2.2992  0.0266
O  1.4985  2.7685  -1.0091
C  1.7236  1.6520  -1.8248
C  2.6475  1.6640  -2.9277
H  5.7266  -0.7324  -5.1839
H  5.4333  -0.7289  -3.4787
H  5.8427  0.7516  -4.2197
H  4.0127  0.7541  -6.7858
H  3.8884  2.0318  -5.6169
H  2.4149  1.1234  -6.0476
H  3.8842  -1.5445  -6.2641
H  2.2263  -1.3758  -5.5654
H  3.5732  -2.2289  -4.6838
H  3.1283  -1.7209  -2.8814
H  1.2082  -1.4138  -1.1186
H  3.1537  2.6053  -3.1788

Properties
2S+1: 7
orbital gap (spin up / spin down): 4.478 / 4.693 eV
<S²>: 12.109
HOMO level (spin up / spin down): -5.4 / -5.7 eV

=====

No. 2
Molecular formula: C4H13N2OS
Method: DFT, ωB97M-V with the def2-TZVPD basis set

Atoms and positions in Å:
N  0.9358  -1.3049  -1.5431
C  0.8064  -0.5268  -0.2277
C  1.6436  -1.2722  0.9800
S  1.3359  -2.9983  0.6601
C  -0.6801  -0.3606  0.2260
N  -1.2635  0.5650  -0.6632
C  -2.6336  0.8525  -0.2635
H  1.8837  -1.4555  -1.7203
H  0.4819  -2.2248  -1.4804
H  1.2081  0.5337  -0.2270
H  2.7055  -1.1028  0.9881
H  1.2481  -0.9886  1.8857
H  -0.6450  -0.1650  1.2862
H  -1.1209  -1.3926  0.1139
H  -1.3056  -0.0022  -1.5726
H  -2.5765  1.7761  0.3515
H  -3.0126  -0.0225  0.1544
H  -3.4393  1.0413  -0.9683
H  1.9985  3.4188  0.2465
H  0.9211  2.4849  0.7315
O  1.5085  3.1445  1.0420

Properties
total charge: -1
energy above the lowest of the compared OMol25 structures with the same formula, charge and spin: 1.928 eV
2S+1: 1
orbital gap: 5.747 eV
HOMO level: -2.3 eV

=====

No. 3
Molecular formula: F6LiN3O12S6
Method: DFT, ωB97M-V with the def2-TZVPD basis set

Atoms and positions in Å:
Li  -15.2773  -7.9521  -0.8445
N  -14.5923  -8.0785  -2.7607
S  -13.1303  -7.6392  -2.7621
O  -12.7609  -6.6580  -3.7667
O  -12.0728  -8.5775  -2.4375
F  -13.2521  -6.8174  -1.3907
S  -14.4803  -9.5451  -3.6723
O  -14.8053  -10.6638  -2.8428
O  -13.4585  -9.6785  -4.6635
F  -15.7950  -9.2174  -4.4894
N  -17.6794  -6.7944  1.0624
S  -17.2677  -5.5166  0.0126
O  -18.2914  -4.5956  -0.4021
O  -16.1780  -5.8558  -0.8779
F  -16.5358  -4.6206  1.1190
S  -18.4666  -7.5881  -0.0437
O  -17.5998  -8.2048  -1.0087
O  -19.7689  -7.1276  -0.4443
F  -18.8431  -8.9066  0.8462
N  -14.9217  -8.5710  1.0011
S  -13.4466  -8.2523  1.7944
O  -12.2887  -8.1092  0.9479
O  -13.2480  -8.8455  3.0765
F  -13.8239  -6.7309  2.1432
S  -15.0803  -10.0808  1.4786
O  -15.6479  -10.2897  2.7694
O  -13.9577  -10.9143  1.0914
F  -16.2335  -10.5520  0.4973

Properties
total charge: -2
energy above the lowest of the compared OMol25 structures with the same formula, charge and spin: 1.248 eV
2S+1: 1
orbital gap: 9.670 eV
HOMO level: -4.9 eV

=====

No. 4
Molecular formula: C6H9NS
Method: DFT, ωB97M-V with the def2-TZVPD basis set

Atoms and positions in Å:
C  0.4699  0.1386  1.1266
C  -0.1361  1.0300  -0.0507
C  0.7639  1.2061  -1.2771
C  1.2408  -0.1270  -1.7377
C  0.9479  -1.1695  -0.9479
C  0.0423  -1.0712  0.1814
H  0.3587  0.8248  3.1454
H  -1.2097  0.4009  2.3931
H  1.5074  0.0064  1.1686
H  -0.5175  1.9649  0.5242
H  0.2852  1.9703  -2.0066
H  1.6050  1.9982  -0.7777
H  2.0883  -0.2311  -2.5237
H  1.1545  -2.1943  -1.2630
H  -0.0976  -2.1506  0.5429
N  -0.1221  0.1366  2.4553
S  -1.5182  -0.2242  -0.1349

Properties
energy above the lowest of the compared OMol25 structures with the same formula, charge and spin: 3.009 eV
2S+1: 1
orbital gap: 9.308 eV
HOMO level: -8.5 eV

=====

No. 5
Molecular formula: C7H17ClI2N2OPSSc
Method: DFT, ωB97M-V with the def2-TZVPD basis set

Atoms and positions in Å:
I  -0.0027  0.3241  -2.9202
I  -1.3532  -1.1795  2.3118
Sc  -0.9333  -0.0561  -0.2640
P  -3.0965  -0.8908  -1.0763
C  -3.1147  -2.5798  -1.5913
C  -4.2770  -0.6224  0.2353
H  -3.3702  1.2249  -2.1844
H  -4.6439  -0.0049  -2.5405
H  -3.0119  -0.0892  -3.3314
C  -3.5721  0.1747  -2.4292
H  -4.1464  0.3749  0.6734
H  -5.2457  -0.7111  -0.2618
H  -4.1410  -2.7652  -1.9178
H  -2.8435  -3.2356  -0.7560
H  -4.1449  -1.3711  1.0224
H  -2.4068  -2.7336  -2.4138
C  0.0007  -2.0513  -0.5973
O  0.4868  -3.0657  -0.7644
Cl  -1.7614  1.9996  0.1285
C  3.6621  1.9269  2.9232
N  2.7491  1.0364  2.2848
C  2.6301  0.8794  0.9524
S  1.1753  0.3687  0.4153
N  3.5632  1.0811  0.0015
C  4.9696  0.9654  0.2046
H  4.2513  2.4410  2.1728
H  4.2923  1.3325  3.5786
H  3.1235  2.6619  3.5185
H  1.9721  0.6745  2.8444
H  3.2219  1.0671  -0.9638
H  5.3852  0.1894  -0.4357
H  5.4153  1.9200  -0.0596
H  5.1668  0.7137  1.2402

Properties
total charge: +2
energy above the lowest of the compared OMol25 structures with the same formula, charge and spin: 0.419 eV
2S+1: 1
orbital gap (spin up / spin down): 5.350 / 5.294 eV
HOMO level (spin up / spin down): -15.7 / -15.7 eV

=====

No. 6
Molecular formula: C28H54NO9
Method: DFT, ωB97M-V with the def2-TZVPD basis set

Atoms and positions in Å:
C  -1.3245  -2.7956  5.5319
C  -0.7174  -2.4161  4.5504
C  0.0726  -1.9920  3.3696
N  -0.7364  -2.1828  2.1803
C  -0.5263  -3.5192  1.6284
C  0.6840  -3.7048  0.6798
C  -1.8357  -4.1778  1.1243
C  -1.6267  -5.3705  0.1781
C  -1.7113  -4.9871  -1.3229
C  -0.7379  -1.0547  1.2700
C  -1.5202  0.0916  1.9907
C  -2.3338  1.0205  1.0802
C  -3.8331  0.6671  1.0977
C  -4.5325  1.2685  -0.0891
O  -4.3473  2.4149  -0.4039
O  -5.4116  0.4796  -0.7707
O  0.6510  -0.6649  1.1187
C  0.8500  0.6258  0.6192
C  2.3073  0.7126  0.1108
C  2.7031  -0.4923  -0.7292
C  3.3156  1.0248  1.2252
C  3.1478  2.4289  1.8005
C  3.3751  -0.0427  2.3376
C  -1.3114  -1.3562  -0.1454
O  -0.4890  -1.5431  -1.0639
O  -2.5312  -1.4275  -0.3003
H  -1.9871  -3.1171  6.2832
H  0.9974  -2.5713  3.3635
H  0.3563  -0.9617  3.5613
H  -0.2597  -4.1476  2.4803
H  1.4981  -3.0271  0.9189
H  0.4266  -3.6639  -0.3707
H  1.0864  -4.7075  0.8566
H  -2.5355  -3.4452  0.7275
H  -2.3133  -4.5989  2.0142
H  -2.4828  -6.0273  0.3563
H  -0.7469  -5.9627  0.4195
H  -2.1839  -4.0141  -1.4239
H  -2.2788  -5.7522  -1.8485
H  -0.7171  -4.9583  -1.7652
H  -0.8742  0.6419  2.6707
H  -2.2298  -0.4168  2.6426
H  -1.9533  1.1338  0.0711
H  -2.2827  2.0218  1.5167
H  -3.9950  -0.3987  1.2044
H  -4.2460  1.1755  1.9735
H  -5.2276  0.6275  -1.7064
H  0.7588  1.4053  1.3830
H  0.2161  0.8862  -0.2298
H  2.3211  1.5796  -0.5607
H  2.1102  -0.5783  -1.6348
H  2.6773  -1.4320  -0.1871
H  3.7385  -0.3342  -1.0562
H  4.3023  1.0349  0.7463
H  2.2163  2.4897  2.3717
H  3.0817  3.1929  1.0284
H  3.9365  2.6383  2.5227
H  4.3631  -0.0023  2.7937
H  3.1831  -1.0082  1.8833
H  2.6224  0.1872  3.0911
C  4.5655  7.9647  -0.5722
O  5.4160  7.9371  0.5619
C  4.9466  7.0747  1.5883
C  5.6264  5.7205  1.5526
O  5.3303  5.0073  0.3641
C  6.3454  5.1171  -0.6176
H  5.1372  8.3695  -1.4069
H  4.2078  6.9694  -0.8412
H  3.7096  8.6220  -0.3853
H  3.8600  6.9615  1.5253
H  5.1785  7.5571  2.5429
H  5.2477  5.1207  2.3860
H  6.7087  5.8273  1.6794
H  7.1688  4.4341  -0.3805
H  6.7401  6.1326  -0.6938
H  5.9166  4.8340  -1.5778
C  -6.2673  -1.4713  -4.2696
O  -5.0250  -0.8062  -4.3726
C  -4.1226  -1.1465  -3.3127
C  -3.1267  -2.2068  -3.7216
O  -3.7651  -3.4493  -4.0257
C  -3.9688  -3.6422  -5.4084
H  -6.7550  -1.4226  -5.2445
H  -6.1493  -2.5198  -3.9878
H  -6.9079  -0.9678  -3.5353
H  -4.6770  -1.4626  -2.4245
H  -3.5717  -0.2384  -3.0563
H  -2.4534  -2.3838  -2.8790
H  -2.5243  -1.8671  -4.5707
H  -3.0365  -3.9740  -5.8823
H  -4.3133  -2.7334  -5.9086
H  -4.7247  -4.4187  -5.5346

Properties
total charge: -1
2S+1: 1
orbital gap: 7.448 eV
HOMO level: -5.1 eV

=====

It is found that the E_tot values, taken in the order of the records, are -80564.2344; -20221.0050; -110564.5010; -18690.2018; -82096.7895; -49826.8139 eV.
It is found that the F_max values, taken in the order of the records, are 0.1262; 0.0790; 0.1241; 0.0860; 0.0858; 0.0375 Eh/bohr.